Entry 1:
Molecular formula: C5H10NS
Method: DFT, wB97M-V/def2-TZVPD

The geometry in XYZ format:
```
17
C5H10NS | OMol25 | wB97M-V/def2-TZVPD
N -1.742 -1.658 -0.624
C -1.871 -0.883 0.451
C -1.350 0.470 0.695
C -0.206 0.972 -0.226
C 1.136 0.760 0.385
C 2.136 0.310 -0.399
S 3.738 -0.054 0.396
H -1.424 -1.302 -1.617
H -2.030 -2.650 -0.575
H -2.591 -1.301 1.189
H -1.294 0.564 1.847
H -2.168 1.298 0.812
H -0.228 2.055 -0.473
H -0.198 0.572 -1.255
H 1.402 1.036 1.443
H 2.204 0.243 -1.460
H 4.487 -0.432 -0.590
```

As for the total charge: +1. Its electronic energy is -649.12133 hartree. The calculation puts the frontier orbital gap at 6.280 eV. The calculation puts the energy above the lowest of the compared OMol25 structures with the same formula, charge and spin at 273.2 kJ/mol. Its lowest unoccupied orbital energy is -5.223 eV. Its HOMO energy is -11.50 eV.

=====

Entry 2:
Molecular formula: C14H19N5S
Method: DFT, wB97M-V/def2-TZVPD

The geometry in XYZ format:
```
39
C14H19N5S | OMol25 | wB97M-V/def2-TZVPD
C -4.192 -2.785 0.115
C -4.251 -1.582 1.035
S -5.107 -0.152 0.293
C -4.024 0.251 -1.125
C -2.655 0.579 -0.644
N -2.400 1.840 -0.343
C -1.168 2.072 0.121
N -0.850 3.347 0.406
N -0.226 1.147 0.291
C -0.592 -0.088 -0.046
N 0.274 -1.099 0.138
C 1.660 -0.892 0.464
C 2.536 -0.723 -0.790
C 3.958 -0.453 -0.395
C 4.881 -1.487 -0.301
C 6.182 -1.237 0.099
C 6.575 0.052 0.414
C 5.661 1.089 0.328
C 4.362 0.837 -0.073
N -1.799 -0.424 -0.527
H -5.181 -3.017 -0.274
H -3.820 -3.648 0.663
H -3.516 -2.589 -0.715
H -3.251 -1.260 1.325
H -4.835 -1.797 1.930
H -4.015 -0.599 -1.804
H -4.486 1.122 -1.585
H 0.019 3.537 0.870
H -1.585 4.030 0.396
H -0.010 -1.986 -0.248
H 2.014 -1.742 1.053
H 1.716 0.015 1.069
H 2.476 -1.628 -1.398
H 2.141 0.113 -1.371
H 4.580 -2.495 -0.548
H 6.890 -2.049 0.164
H 7.591 0.249 0.725
H 5.964 2.097 0.571
H 3.649 1.646 -0.142
```

Its electronic energy is -1216.92098 hartree. The calculation puts the frontier orbital gap at 9.185 eV. The calculation puts the energy above the lowest of the compared OMol25 structures with the same formula, charge and spin at 0.0 kJ/mol. Its lowest unoccupied orbital energy is 0.792 eV. Its HOMO energy is -8.39 eV.

=====

Entry 3:
Molecular formula: C16H19NO3P2S
Method: DFT, wB97M-V/def2-TZVPD

The geometry in XYZ format:
```
42
C16H19NO3P2S | OMol25 | wB97M-V/def2-TZVPD
C 5.344 2.546 1.253
C 4.860 2.751 -0.335
C 3.628 1.694 -0.563
C 3.005 1.666 -2.080
C 1.950 0.369 -2.114
C 1.575 -0.420 -3.508
C 0.493 -1.688 -3.589
C -0.245 -2.199 -2.217
C 0.119 -1.487 -0.774
C 1.204 -0.215 -0.735
N -0.479 -1.922 0.546
C -1.967 -2.180 0.464
C -2.902 -1.590 1.684
P -2.042 -0.566 3.096
P -2.683 1.521 2.684
O -1.582 2.591 3.081
O -3.044 1.561 0.949
O -4.225 1.767 3.493
C -4.526 -1.815 1.779
C -5.246 -2.671 0.536
C -4.322 -3.239 -0.736
C -2.699 -3.006 -0.754
S -1.540 -3.603 -2.150
H 5.267 3.541 1.875
H 4.577 1.790 1.763
H 6.391 2.021 1.305
H 4.538 3.893 -0.402
H 5.735 2.505 -1.071
H 2.776 1.978 0.207
H 4.000 0.613 -0.314
H 2.367 2.637 -2.352
H 3.893 1.530 -2.833
H 2.103 -0.049 -4.488
H 0.286 -2.191 -4.627
H 1.402 0.273 0.336
H 0.001 -2.810 0.864
H -2.573 -0.973 4.391
H -4.033 1.677 0.821
H -4.973 1.715 2.821
H -5.144 -1.379 2.677
H -6.411 -2.833 0.613
H -4.879 -3.802 -1.599
```

Its electronic energy is -1981.84784 hartree. The calculation puts the frontier orbital gap at 7.497 eV. Its lowest unoccupied orbital energy is -0.636 eV. Its HOMO energy is -8.13 eV.

=====

Entry 4:
Molecular formula: C46H34Br2N2OP2PtS
Method: DFT, wB97M-V/def2-TZVPD

The geometry in XYZ format:
```
89
C46H34Br2N2OP2PtS | OMol25 | wB97M-V/def2-TZVPD
Pt 0.180 -0.183 0.026
O 3.620 -1.032 -0.360
S 2.704 -0.058 0.224
C 3.011 -0.048 2.010
C 4.296 0.199 2.466
C 4.572 0.100 3.819
C 3.571 -0.262 4.711
C 2.289 -0.512 4.251
C 1.997 -0.408 2.890
P 0.305 -0.758 2.330
C 0.029 -2.516 2.625
C 1.070 -3.424 2.800
C 0.787 -4.776 2.936
C -0.524 -5.226 2.886
C -1.565 -4.321 2.707
C -1.291 -2.972 2.571
C -0.764 0.140 3.480
C -1.237 -0.424 4.664
C -1.985 0.350 5.538
C -2.265 1.675 5.237
C -1.809 2.234 4.051
C -1.063 1.468 3.171
C 3.237 1.598 -0.230
C 4.586 1.884 -0.353
C 4.973 3.180 -0.657
C 4.013 4.164 -0.858
C 2.664 3.849 -0.807
C 2.263 2.552 -0.496
P 0.542 2.018 -0.773
C -0.535 3.428 -0.462
C -0.277 4.325 0.575
C -1.143 5.382 0.802
C -2.279 5.534 0.018
C -2.560 4.620 -0.990
C -1.696 3.563 -1.227
C 0.599 1.840 -2.603
C 0.512 2.962 -3.428
C 0.602 2.825 -4.803
C 0.797 1.576 -5.372
C 0.905 0.456 -4.562
C 0.803 0.587 -3.186
H 5.085 0.454 1.773
H 5.574 0.300 4.175
H 3.793 -0.359 5.765
H 1.505 -0.792 4.943
H 2.096 -3.077 2.846
H 1.597 -5.475 3.099
H -0.736 -6.281 2.994
H -2.589 -4.672 2.689
H -2.098 -2.257 2.439
H -1.024 -1.459 4.899
H -2.351 -0.088 6.458
H -2.844 2.272 5.929
H -2.044 3.263 3.810
H -0.704 1.886 2.236
H 5.324 1.101 -0.242
H 6.024 3.418 -0.747
H 4.316 5.176 -1.091
H 1.924 4.603 -1.042
H 0.604 4.207 1.195
H -0.931 6.093 1.589
H -2.950 6.364 0.195
H -3.449 4.736 -1.595
H -1.911 2.855 -2.019
H 0.370 3.945 -2.996
H 0.515 3.700 -5.435
H 0.865 1.476 -6.447
H 1.061 -0.520 -5.003
H 0.894 -0.295 -2.566
Br -6.518 -1.596 -0.096
C -4.695 -1.153 -0.202
C -4.280 0.164 -0.054
C -2.928 0.428 -0.134
N -2.020 -0.520 -0.365
C -2.412 -1.795 -0.524
C -3.752 -2.143 -0.431
C -1.354 -2.791 -0.799
C -1.633 -4.073 -1.248
C -0.579 -4.942 -1.492
Br -0.940 -6.680 -2.109
C 0.723 -4.511 -1.288
C 0.914 -3.212 -0.856
N -0.096 -2.378 -0.621
H -4.991 0.958 0.120
H -2.559 1.438 -0.013
H -4.075 -3.169 -0.525
H -2.643 -4.407 -1.427
H 1.565 -5.166 -1.463
H 1.916 -2.825 -0.703
```

As for the total charge: +2. Its electronic energy is -8305.87667 hartree. The calculation puts the frontier orbital gap (spin up / spin down) at 5.995 / 5.996 eV. Its lowest unoccupied orbital energy (spin up / spin down) is -6.493 / -6.491 eV. Its HOMO energy (spin up / spin down) is -12.49 / -12.49 eV.